ORCA calculation (the ωB97M-V functional and the def2-TZVPD basis) on C16H23N3O2S in the gas phase.

Each line ends with the Mulliken charge.
Cartesian coordinates (Å):
C (3.16, -4.45, -2.85)  -1.351
C (2.07, -3.43, -2.57)  -0.092
C (0.69, -3.94, -3.00)  -0.763
C (-0.41, -2.94, -2.67)  -0.996
N (-0.44, -2.60, -1.26)  0.451
C (-0.94, -3.67, -0.42)  -0.731
N (-0.99, -3.22, 0.95)  -0.134
C (-0.83, -1.94, 1.35)  0.182
N (-0.94, -0.99, 0.39)  0.348
C (-0.76, 0.39, 0.66)  -0.195
C (-1.52, 1.01, 1.64)  -0.355
C (-1.34, 2.36, 1.90)  -0.734
C (-0.41, 3.10, 1.17)  0.358
C (0.34, 2.47, 0.18)  -0.922
C (0.18, 1.12, -0.07)  -0.127
H (0.78, 0.63, -0.81)  0.555
H (1.07, 3.05, -0.36)  0.448
C (-0.20, 4.55, 1.40)  0.545
O (0.58, 5.22, 0.77)  -0.632
O (-0.98, 5.03, 2.37)  -0.340
C (-0.84, 6.41, 2.69)  -0.247
C (0.32, 6.65, 3.65)  -1.111
H (0.36, 7.70, 3.92)  0.383
H (0.19, 6.05, 4.55)  0.297
H (1.26, 6.37, 3.17)  0.313
H (-1.79, 6.70, 3.14)  0.306
H (-0.68, 6.97, 1.76)  0.316
H (-1.93, 2.85, 2.66)  0.442
H (-2.23, 0.44, 2.21)  0.524
C (-1.21, -1.41, -0.97)  -1.040
H (-0.91, -0.61, -1.65)  0.583
H (-2.30, -1.58, -1.08)  0.147
S (-0.54, -1.63, 2.94)  -0.406
H (-0.83, -3.90, 1.68)  0.279
H (-0.26, -4.53, -0.49)  0.351
H (-1.95, -4.00, -0.74)  0.270
H (-0.22, -2.02, -3.22)  0.446
H (-1.39, -3.34, -3.00)  0.362
H (0.49, -4.90, -2.53)  0.287
H (0.69, -4.10, -4.08)  0.443
H (2.04, -3.21, -1.50)  0.264
H (2.29, -2.50, -3.09)  0.233
H (4.13, -4.07, -2.54)  0.368
H (2.97, -5.38, -2.32)  0.341
H (3.21, -4.67, -3.92)  0.332

Properties
- Energy relative to the best compared isomer or geometry (same formula, charge and spin): 22.24 kcal per mole
- E: -1336.4436 Ha
- Maximum force: 0.8 eV Å⁻¹
- Net charge: 0
- Gap between HOMO and LUMO: 8.4 eV
- SMILES: CCCCN1CNC(=S)N(c2ccc(C(=O)OCC)cc2)C1
- Spin multiplicity: 1

---

ORCA calculation (the ωB97M-V functional and the def2-TZVPD basis) on 4 unconnected molecules or ions with the total composition C16H23N3O2S in a non-equilibrium geometry.

Each line ends with the Mulliken charge.
Cartesian coordinates (Å):
C (-2.28, 1.29, -1.07)  -0.651
C (-0.80, 0.86, -0.80)  -0.019
C (-0.20, 1.75, 0.43)  -0.729
S (-1.66, 1.97, 1.56)  1.142
O (-1.94, 3.40, 1.56)  -0.676
O (-1.54, 1.36, 2.85)  -0.606
C (-2.85, 1.07, 0.39)  -0.609
H (-2.85, 0.72, -1.80)  0.388
H (-2.28, 2.33, -1.40)  0.343
H (-0.08, 1.11, -1.58)  -0.460
H (-0.70, -0.23, -0.72)  0.385
H (0.26, 2.67, 0.10)  0.426
H (0.62, 1.15, 0.84)  0.338
H (-3.79, 1.63, 0.46)  0.564
H (-2.99, 0.05, 0.73)  0.076
N (1.98, 1.18, -3.65)  0.009
C (1.01, 2.14, -3.48)  -0.615
C (1.68, 3.26, -3.09)  -0.318
C (3.03, 2.92, -2.95)  -0.402
C (3.18, 1.65, -3.26)  -0.653
H (1.87, 0.29, -4.13)  0.225
H (-0.05, 1.97, -3.63)  0.545
H (1.23, 4.21, -2.86)  0.441
H (3.73, 3.69, -2.67)  0.417
H (4.12, 1.12, -3.30)  0.392
N (-3.87, -3.00, 2.88)  -0.018
C (-3.67, -2.89, 4.22)  -0.256
C (-3.77, -1.54, 4.65)  -0.973
C (-3.78, -0.89, 3.33)  0.169
C (-4.03, -1.80, 2.33)  -0.686
H (-4.00, -3.91, 2.47)  0.213
H (-3.43, -3.74, 4.85)  0.363
H (-3.59, -1.11, 5.62)  0.348
H (-3.64, 0.15, 3.11)  0.416
H (-4.28, -1.70, 1.28)  0.477
N (4.93, -2.78, 0.03)  0.019
C (4.08, -2.00, 0.76)  -0.713
C (3.03, -1.54, -0.04)  0.147
C (3.26, -2.13, -1.23)  -0.481
C (4.41, -2.97, -1.22)  -0.710
H (5.71, -3.36, 0.28)  0.211
H (4.25, -1.81, 1.81)  0.376
H (2.26, -0.88, 0.31)  0.375
H (2.49, -2.17, -1.99)  0.417
H (4.95, -3.50, -1.99)  0.353

Properties
- Energy relative to the best compared isomer or geometry (same formula, charge and spin): 120.85 kcal per mole
- E: -1336.2865 Ha
- Maximum force: 4.3 eV Å⁻¹
- Net charge: 0
- Gap between HOMO and LUMO: 8.6 eV
- SMILES: O=S1(=O)CCCC1.c1cc[nH]c1.c1cc[nH]c1.c1cc[nH]c1
- Spin multiplicity: 1

---

ORCA calculation (the ωB97M-V functional and the def2-TZVPD basis) on 2 unconnected molecules or ions with the total composition C16H23N4 in a non-equilibrium geometry.

Each line ends with the Mulliken charge.
Cartesian coordinates (Å):
C (0.21, -1.23, -2.80)  -1.130
N (0.94, -0.61, -1.68)  0.555
C (2.37, -0.68, -1.69)  0.089
C (2.98, -1.93, -1.93)  -0.057
C (4.38, -2.06, -1.85)  -0.655
C (5.18, -0.92, -1.65)  -0.440
C (4.57, 0.32, -1.39)  -0.583
C (3.17, 0.44, -1.36)  -0.185
C (0.27, -0.54, -0.49)  -0.656
H (0.89, -1.42, -3.64)  0.432
H (-0.27, -2.17, -2.47)  0.459
H (-0.58, -0.55, -3.14)  0.320
H (2.34, -2.80, -2.14)  0.402
H (4.83, -3.05, -1.97)  0.368
H (6.28, -1.00, -1.65)  0.379
H (5.19, 1.22, -1.21)  0.379
H (2.66, 1.37, -1.11)  0.311
H (0.90, -0.61, 0.39)  0.403
H (-0.73, -0.98, -0.49)  0.512
C (-2.33, -2.89, 2.43)  -0.576
C (-2.83, -1.90, 1.59)  -0.268
N (-2.69, -0.71, 2.28)  0.276
C (-3.11, 0.62, 1.82)  -1.214
C (-1.95, 1.59, 1.59)  0.228
C (-2.36, 2.83, 0.75)  -0.819
C (-1.15, 3.12, -0.17)  -0.754
C (-0.24, 1.88, -0.10)  0.047
N (-0.84, 0.93, 0.83)  -0.294
C (-2.10, -1.00, 3.50)  -0.023
N (-1.88, -2.31, 3.60)  -0.644
H (-2.29, -3.95, 2.23)  0.404
H (-3.27, -1.96, 0.61)  0.480
H (-3.73, 0.48, 0.92)  0.428
H (-3.76, 1.05, 2.60)  0.299
H (-1.62, 1.94, 2.60)  0.252
H (-3.26, 2.62, 0.14)  0.325
H (-2.59, 3.68, 1.40)  0.371
H (-1.47, 3.24, -1.22)  0.275
H (-0.62, 4.04, 0.13)  0.304
H (-0.22, 1.42, -1.10)  0.249
H (0.79, 2.15, 0.15)  0.107
H (-0.16, 0.54, 1.48)  0.293
H (-1.89, -0.22, 4.23)  0.353

Properties
- Energy relative to the best compared isomer or geometry (same formula, charge and spin): 71.33 kcal per mole
- E: -842.1797 Ha
- Maximum force: 5.2 eV Å⁻¹
- Net charge: +1
- Gap between HOMO and LUMO: 6.7 eV
- Spin multiplicity: 1

---

no.,E_HOMO (hartree)
1,-0.29033
2,-0.29610
3,-0.41691